(1)
Formula: C3H7NO2
Source: the OMol25 dataset
Level of theory: ωB97M-V with the def2-TZVPD basis set

Properties
E, Ha: -323.59326
Energy relative to the best compared isomer or geometry (same formula, charge and spin), kcal per mole: 117.8
HOMO-LUMO gap, eV: 10.0

```
! RIJCOSX wB97M-V def2-TZVPD def2/J DEFGRID3
* xyz 0 1
O 1.34674 -0.60158 0.95825
C 1.39102 0.24475 -0.17269
C 0.16331 0.14634 -1.06620
O -0.95108 0.93426 -0.59686
C -1.69480 0.56550 0.44535
N -1.53499 -0.57488 1.11075
H 0.78197 -0.19347 1.62835
H 1.54257 1.29643 0.10882
H 2.26342 -0.07240 -0.75421
H 0.38584 0.57303 -2.04781
H -0.12501 -0.90356 -1.20325
H -2.68068 -0.12469 0.85243
H -0.88830 -1.28972 0.73707
*
```


(2)
Formula: C5H10N2S
Source: the OMol25 dataset
Level of theory: ωB97M-V with the def2-TZVPD basis set

Properties
E, Ha: -704.16007
Energy relative to the best compared isomer or geometry (same formula, charge and spin), kcal per mole: 40.0
HOMO-LUMO gap, eV: 10.0
SMILES: [H]/N=C(/C)N1C[C@H]1CS

```
! RIJCOSX wB97M-V def2-TZVPD def2/J DEFGRID3
* xyz 0 1
C -0.85892 1.14441 -2.18540
C -0.63231 1.09051 -0.69845
C 0.05339 -1.38141 -0.62159
C -0.04070 -0.90208 0.83480
C 1.10917 -1.10340 1.79289
H -1.93262 1.15753 -2.37688
H -0.52013 2.11644 -2.52229
H -0.39020 0.34657 -2.79900
H -0.93063 1.50410 1.06411
H 0.95208 -1.89087 -0.97934
H -0.88594 -1.67036 -1.09504
H -1.01913 -0.73750 1.19921
H 2.00946 -1.18922 1.22783
H 1.00252 -1.99425 2.39831
H 1.67180 1.25602 1.98734
N -1.12414 1.91710 0.14943
N 0.24142 0.03647 -0.31007
S 1.29488 0.29995 2.93414
*
```


(3)
Formula: C4H10N2
Source: the OMol25 dataset
Level of theory: ωB97M-V with the def2-TZVPD basis set

Properties
E, Ha: -267.72545
Energy relative to the best compared isomer or geometry (same formula, charge and spin), kcal per mole: 125.4
HOMO-LUMO gap (spin up / spin down), eV: 7.8 / 7.8

```
! RIJCOSX wB97M-V def2-TZVPD def2/J DEFGRID3
* xyz 0 1
C 0.11426 0.64289 -1.24077
C 1.71073 -1.18943 0.43685
C -1.72126 0.85746 0.59538
N 0.77301 0.59674 0.09085
C -0.61227 0.06008 -0.06868
N -0.56885 -1.31903 0.16265
H 0.92794 1.51971 0.50630
H -0.71905 -1.81213 -0.71662
H -0.13760 1.63212 -1.60868
H 0.53389 -0.03319 -1.97622
H 2.61572 -0.59703 0.37075
H 1.43321 -1.48163 1.43567
H 1.68284 -1.99112 -0.28454
H -1.61409 1.93721 0.46003
H -1.73806 0.62417 1.66127
H -2.68044 0.55317 0.17576
*
```